(1)
48
Properties=species:S:1:pos:R:3:forces:R:3 method="wB97M-V/def2-TZVPD" max_force_ev_per_a=2.65 homo_lumo_gap_ev=8.62 smiles="CCOc1cc(-c2nc(CNC(=O)c3ncccc3C)co2)ccc1OC(F)F" homo_energy_ev=-8.3414
O -2.8971 3.3687 -0.2492 -0.4 0.7 -0.8
F 0.8487 -6.6461 -1.8457 0.9 0.8 1.1
F 2.7998 -6.6321 -0.8067 -0.9 0.6 -0.2
N -0.9347 0.2966 1.5242 -0.9 -2.0 0.2
N 0.5189 4.2353 -1.1212 -0.5 0.3 0.1
O -2.8937 -0.8147 1.7835 1.5 -0.5 0.2
O 1.0062 -5.8080 0.2796 1.5 -0.7 -1.5
O 2.5443 -3.2992 0.1223 0.0 -0.2 -0.2
C -1.7079 3.6064 -0.2021 0.9 -1.3 1.9
C -1.5271 -0.9012 1.5029 0.7 2.5 -0.4
C -3.1036 0.4999 2.0963 1.5 1.5 -0.4
C -1.9092 1.1769 1.9002 -1.8 -0.1 0.9
C 1.3628 4.6498 -2.0872 -0.6 -0.8 -0.5
C -0.8229 4.1364 -1.3431 1.5 0.5 -1.2
C 0.9280 4.8493 -3.4089 -0.6 -0.4 0.0
C -0.7540 -4.5650 1.1231 -0.3 0.1 0.3
C -1.4202 -3.3830 1.4516 0.8 -0.3 -0.5
C 0.5403 -2.1742 0.7879 0.0 -0.1 -0.3
C -0.4451 4.7068 -3.6898 1.2 0.7 1.2
C 0.5428 -4.5669 0.5884 -1.3 0.7 0.7
C 1.2364 -3.3543 0.5062 -0.9 0.1 0.1
C -0.7774 -2.1491 1.2058 -1.9 -1.0 0.8
C -1.3284 4.4473 -2.6404 0.0 -0.8 0.3
N -1.0304 3.2579 0.9677 1.1 1.1 -1.2
C 1.6519 -5.9152 -0.9796 -0.6 -1.1 0.9
C -2.7813 4.3813 -2.9259 -1.6 0.3 -0.4
C -1.6203 2.6499 2.1543 0.2 -0.6 -0.9
C 3.8404 -2.1138 1.8300 0.1 0.4 -0.6
C 3.4482 -3.4449 1.2178 0.7 0.0 0.7
H -4.0637 0.9205 2.4323 0.5 -0.9 -0.4
H 2.4499 4.6839 -1.8738 -0.9 0.1 0.2
H 1.6339 5.0278 -4.2285 -0.2 0.1 0.5
H -1.1987 -5.5521 1.3180 0.1 0.6 -0.3
H -2.4229 -3.4187 1.8575 0.0 0.0 0.0
H 1.0415 -1.2522 0.6270 0.4 0.7 -0.1
H -0.8329 4.9216 -4.6762 0.0 -0.2 0.0
H -0.0103 3.2903 0.9153 -0.6 0.1 0.0
H 1.8525 -4.9308 -1.3681 0.2 0.1 -0.5
H -3.0858 4.7287 -3.9486 0.7 -0.5 0.7
H -3.3061 5.0740 -2.2548 0.0 -0.3 0.0
H -3.2071 3.3755 -2.7379 0.2 0.6 -0.1
H -0.8660 2.7434 2.9433 -0.2 -0.1 -0.1
H -2.5122 3.1865 2.4838 0.0 -0.1 -0.2
H 4.4228 -1.5115 1.1233 0.0 -0.2 0.1
H 4.4243 -2.2451 2.7326 0.2 -0.2 0.2
H 2.9817 -1.5097 2.0829 -0.4 0.0 0.2
H 4.3425 -3.9280 0.8255 -0.1 -0.1 -0.1
H 3.0412 -4.0987 2.0048 -0.2 0.0 -0.4

(2)
183
Properties=species:S:1:pos:R:3:forces:R:3 method="wB97M-V/def2-TZVPD" max_force_ev_per_a=3.07 homo_lumo_gap_ev=9.76 e_above_lowest_kj_mol=0.00 homo_energy_ev=-9.4495
C 5.7332 -2.1387 -1.6014 -1.8 0.0 -0.3
C 5.2323 -0.7302 -2.0065 1.7 -0.1 -0.4
C 5.2548 -0.5196 -3.4975 -0.6 0.8 -1.5
O 4.0182 -0.3089 -1.4324 -0.5 -0.1 0.9
H 5.8042 -2.1235 -0.5416 0.1 -0.2 1.2
H 6.7360 -2.2806 -1.9604 0.4 -0.2 -0.4
H 5.0509 -3.0039 -1.8598 0.7 1.1 -0.1
H 5.9864 -0.0374 -1.6390 0.3 0.1 0.3
H 4.7864 -1.3558 -4.0274 0.0 0.1 0.1
H 6.3003 -0.4090 -3.8786 -0.8 -0.2 0.4
H 4.7003 0.4177 -3.8249 0.7 -1.0 0.6
H 4.2161 -0.0111 -0.5239 -0.3 -0.3 -0.7
C -0.4671 -4.3205 -0.7976 1.7 0.0 0.9
C 1.0676 -4.5198 -0.6452 -0.4 -0.6 -0.3
C 1.5596 -4.3984 0.7942 -0.7 -0.4 -0.5
O 1.5488 -5.7996 -1.0606 0.2 -0.4 1.8
H -0.7662 -4.6083 -1.8007 -0.4 0.0 0.0
H -0.6148 -3.2595 -0.5930 -0.4 0.1 -0.4
H -0.9504 -4.8576 0.0083 -0.5 -0.4 -0.1
H 1.5225 -3.8601 -1.3528 0.5 1.2 0.0
H 2.6180 -4.2913 0.8679 0.9 -0.2 -0.2
H 1.2613 -5.3369 1.2946 0.0 0.6 0.1
H 1.1682 -3.5219 1.2778 -0.6 0.3 0.4
H 1.3001 -5.9978 -1.9375 -0.5 -0.1 -1.6
C 1.4238 0.2518 0.7425 -0.3 0.1 -1.9
C 0.6618 -0.5281 -0.3963 1.4 1.0 0.7
C -0.8489 -0.2602 -0.4251 1.2 0.6 0.1
O 1.1986 -0.1824 -1.6720 -0.8 0.0 -0.1
H 1.3301 1.3540 0.6313 0.1 -0.7 0.1
H 2.4762 -0.0654 0.7687 -0.2 0.2 -0.1
H 0.9933 -0.0701 1.6447 -0.6 -0.1 1.5
H 0.9004 -1.5671 -0.1435 -0.3 -0.3 -0.4
H -1.3256 -0.8490 0.3545 -0.2 0.2 0.2
H -1.2120 -0.6152 -1.3860 -0.2 0.2 -0.1
H -1.0034 0.8456 -0.2721 -0.2 -1.2 -0.3
H 2.1626 -0.2129 -1.6837 0.2 -0.2 0.3
C -4.8113 -3.4932 0.7249 0.3 1.2 0.7
C -5.2539 -2.0468 1.1420 1.1 -0.5 -0.5
C -5.5846 -1.2648 -0.1605 0.3 0.3 0.9
O -6.2690 -2.0477 2.1541 -0.3 -0.1 -0.8
H -3.9646 -3.4576 0.0190 -0.4 0.1 0.0
H -5.6927 -3.8858 0.2548 -0.2 -0.8 -0.4
H -4.4813 -4.1132 1.5684 -0.4 0.2 -0.1
H -4.4151 -1.5496 1.6349 0.0 0.0 0.0
H -4.6826 -0.9320 -0.7189 -0.4 -0.2 0.6
H -6.1907 -0.3857 0.0935 0.1 -0.2 -0.2
H -6.1056 -1.9172 -0.8388 -0.6 -0.2 -0.3
H -7.1363 -2.2708 1.7721 0.5 0.0 0.0
C 2.0484 3.1440 3.2896 0.2 0.3 0.1
C 2.9977 4.2359 3.7554 -1.0 1.8 -0.7
O 2.2396 5.3464 4.3371 1.5 -0.6 0.4
C 3.1555 6.2279 5.0331 -1.2 0.8 -1.1
C 2.3092 7.2600 5.7966 0.6 -0.5 0.5
H 1.2809 3.4857 2.5532 0.7 -0.3 0.6
H 2.6657 2.3206 2.9164 -0.2 0.1 -0.4
H 1.5588 2.7331 4.1787 -0.2 0.2 -0.2
H 3.6974 3.8458 4.4610 0.4 -0.4 0.9
H 3.6255 4.7325 2.9919 -0.3 -0.6 -0.3
H 3.8305 5.6388 5.6487 -0.1 0.0 0.4
H 3.8098 6.8099 4.3269 -0.5 -0.7 0.1
H 1.6035 7.8071 5.1522 0.3 -0.4 0.1
H 3.0307 7.9946 6.1862 -0.4 -0.1 0.2
H 1.7670 6.7708 6.6346 0.3 0.4 -0.5
C -2.8105 -3.1108 4.0716 -1.9 0.5 1.4
C -1.6261 -3.8124 4.6640 0.2 1.0 -1.4
O -1.5947 -5.1175 4.1837 -0.1 -0.5 -0.1
C -0.4457 -5.8229 4.5760 0.3 -0.3 -0.3
C -0.4972 -7.2190 3.9581 0.7 -0.5 -0.4
H -2.8484 -2.9849 3.0230 0.5 -0.1 -1.3
H -3.7729 -3.6361 4.3400 1.0 0.4 -0.1
H -2.8971 -2.0926 4.5031 0.1 -0.4 -0.1
H -0.6853 -3.2569 4.4100 -0.5 -0.4 0.2
H -1.7929 -3.7564 5.7132 0.3 -0.3 1.3
H 0.4378 -5.2714 4.2372 0.2 -0.1 -0.2
H -0.3637 -5.8364 5.6637 -0.1 -0.3 0.3
H -0.5488 -7.1694 2.8487 0.1 0.2 0.6
H -1.3902 -7.7709 4.2611 0.1 0.1 0.2
H 0.4119 -7.8368 4.2093 -0.9 0.7 -0.1
C -3.9814 -4.0910 -7.6140 -0.6 1.2 1.0
C -3.1823 -3.5456 -6.4141 -0.5 1.7 -0.4
O -3.8337 -2.3681 -5.8217 0.2 -1.0 -1.0
C -3.1438 -1.8341 -4.6922 -0.4 -1.3 0.0
C -3.6644 -2.4919 -3.3691 1.2 0.4 -0.8
H -5.0136 -4.3046 -7.2993 0.4 -0.4 0.0
H -4.1280 -3.2396 -8.3174 0.5 -0.8 0.0
H -3.4760 -4.9770 -8.0231 -0.3 0.4 -0.1
H -3.0046 -4.2536 -5.6276 0.0 -0.7 0.3
H -2.2246 -3.1915 -6.8105 0.2 -0.1 0.2
H -2.0553 -2.0299 -4.8125 -0.5 0.0 0.3
H -3.2607 -0.7657 -4.7836 -0.2 0.3 0.4
H -3.8581 -3.5447 -3.5232 0.3 -0.4 -0.3
H -4.5892 -2.1367 -2.9434 -0.2 0.7 -0.1
H -2.8369 -2.4079 -2.6624 -0.3 0.0 0.4
C -2.2899 1.2520 2.1329 0.8 -0.5 0.3
C -2.8806 2.1732 3.1476 -0.9 0.4 0.0
O -1.8029 2.6507 3.8821 0.7 1.1 1.5
C -2.0932 3.7246 4.8324 1.5 -1.7 -0.9
C -0.9527 3.7827 5.8350 0.5 0.3 -0.4
H -1.3980 1.7797 1.8102 0.4 -0.2 -0.2
H -2.0021 0.3015 2.6173 0.0 0.4 -0.3
H -2.8430 1.0440 1.2389 -0.8 -0.1 -0.2
H -3.4033 3.0164 2.6850 -0.2 0.1 -0.2
H -3.5982 1.6741 3.7967 -0.2 -0.2 0.2
H -2.2217 4.6402 4.2598 -0.1 0.3 0.1
H -2.9500 3.4942 5.4132 -1.4 -0.2 0.2
H -1.1995 4.6290 6.4888 0.2 -0.5 0.4
H -0.0152 4.0693 5.3543 0.0 0.0 -0.1
H -0.7561 2.8074 6.3462 -0.6 0.9 -0.2
C 1.4937 -3.5065 -4.7087 -0.5 -0.1 0.0
C 2.7473 -3.3189 -5.4926 -0.5 1.6 -0.3
O 3.8730 -3.7199 -4.7559 -0.3 0.5 0.2
C 4.9756 -3.5077 -5.5677 2.2 0.2 0.5
C 6.2370 -4.0202 -4.9118 -0.8 -1.4 1.0
H 1.6504 -2.9232 -3.8050 -0.5 0.0 0.3
H 0.5838 -3.1564 -5.2569 0.8 -0.2 0.4
H 1.3807 -4.5593 -4.4613 -0.2 -0.1 0.2
H 2.7732 -3.8800 -6.4001 -0.3 -0.4 -1.0
H 2.7762 -2.2213 -5.7793 0.4 -0.9 0.2
H 4.8590 -3.9604 -6.5339 -0.3 -0.5 -0.7
H 5.2171 -2.4621 -5.7503 -0.7 0.6 -0.1
H 6.5222 -3.4354 -4.0379 -0.3 -0.2 0.2
H 7.0601 -3.9420 -5.5674 0.9 0.0 -1.0
H 6.1079 -5.1024 -4.6537 0.2 0.9 0.1
C 1.2296 -0.5128 5.1684 -1.0 0.3 0.9
C 0.2158 -1.0004 6.2265 0.0 0.8 -1.1
O -0.9773 -0.2573 6.0337 -0.2 -0.2 0.4
C -1.9108 -0.5940 7.0430 -1.0 -1.0 -0.3
C -3.1236 0.3864 6.9844 1.7 -1.3 -0.3
H 2.1568 -0.9185 5.4990 1.1 0.0 -0.1
H 1.0097 -0.8927 4.1960 -0.3 -0.5 -0.7
H 1.2386 0.5938 5.0527 0.1 -0.7 0.5
H -0.0205 -2.0706 6.1565 0.3 0.0 -0.2
H 0.6177 -0.8367 7.2286 0.0 0.2 0.2
H -2.2146 -1.6775 6.9419 0.0 0.8 -0.2
H -1.3752 -0.6005 7.9929 -0.2 0.5 0.4
H -3.5928 0.4482 7.9358 -0.2 0.3 1.0
H -3.9081 0.0843 6.2995 0.2 0.0 -0.5
H -2.6147 1.2900 6.6877 -0.5 0.7 -0.1
C 3.0326 6.5341 0.2191 -2.8 -0.5 -1.0
C 2.2933 5.2687 -0.3530 0.5 1.1 0.2
O 2.9072 4.8310 -1.5546 -0.3 -1.2 0.6
C 2.4788 3.4796 -1.7908 1.0 0.4 -1.6
C 3.3228 2.8131 -2.8710 -0.4 0.0 -0.1
H 2.4441 6.8053 1.1077 0.6 -0.1 0.2
H 4.0202 6.2033 0.4167 1.1 0.4 0.3
H 2.8995 7.4234 -0.4530 0.7 -1.0 0.3
H 2.3375 4.4365 0.3682 0.1 0.3 0.2
H 1.2316 5.4847 -0.5251 0.0 0.1 -0.1
H 2.5232 2.8221 -0.9335 0.1 0.2 0.8
H 1.4561 3.4619 -2.1274 -0.7 0.3 -0.1
H 3.5661 3.3845 -3.7587 -0.3 0.6 0.0
H 2.7654 1.9537 -3.2129 -0.2 -0.4 -0.1
H 4.2528 2.4340 -2.5070 0.7 -0.1 0.5
C -1.6599 -0.2338 -7.9478 -0.4 0.1 0.6
C -0.7978 -0.1535 -6.7076 -0.1 -0.5 0.6
O -1.4550 0.6888 -5.7784 0.0 0.2 -0.1
C -0.6029 1.0917 -4.7372 -0.4 -0.4 1.6
C -1.0668 2.3968 -4.1336 -0.1 0.1 -1.9
H -2.6231 -0.7337 -7.7069 0.5 0.5 -0.1
H -1.7972 0.7912 -8.2745 -0.5 0.1 -0.1
H -1.2255 -0.7428 -8.7852 0.5 -0.5 -0.2
H -0.5903 -1.1219 -6.2355 -0.4 -0.3 -0.1
H 0.1992 0.2405 -6.8352 0.4 0.4 -0.8
H -0.5396 0.3262 -3.9180 0.0 0.2 -0.7
H 0.3884 1.2593 -5.0963 1.0 -0.1 -0.5
H -0.4882 2.6370 -3.2726 0.3 0.2 0.8
H -2.1151 2.3368 -3.9407 -0.7 0.0 0.5
H -0.9477 3.1767 -4.9073 0.0 -0.1 0.5
C -2.6509 4.9730 -1.8780 -0.8 1.1 1.2
C -2.0323 4.4807 -0.5989 -0.2 -1.3 0.5
O -1.8035 5.5357 0.3105 0.8 0.0 0.2
C -0.9363 5.1332 1.4039 -1.7 -1.1 -0.4
C -0.4921 6.2987 2.2195 -0.3 -0.4 -0.9
H -2.8956 4.1802 -2.5529 0.0 -0.6 -0.3
H -3.6214 5.4450 -1.5624 0.9 0.0 -0.7
H -1.9585 5.6710 -2.3514 -0.4 0.2 -0.1
H -2.6751 3.6569 -0.1742 0.2 0.8 0.1
H -1.0832 3.9846 -0.7684 0.5 -0.2 -0.4
H -1.5768 4.4515 2.0086 0.6 0.1 0.0
H -0.0567 4.5418 1.0705 -0.5 0.3 -0.3
H 0.1078 6.9431 1.5962 0.4 0.4 0.1
H 0.0310 5.8728 3.0382 1.0 0.0 0.8
H -1.3270 6.8307 2.6064 -0.8 0.6 0.2

(3)
56
Properties=species:S:1:pos:R:3:forces:R:3 method="wB97M-V/def2-TZVPD" max_force_ev_per_a=3.00 charge=+2 homo_lumo_gap_ev=2.57 e_above_lowest_kj_mol=0.00 homo_energy_ev=-15.0995
Tl -2.1373 2.0269 2.9333 0.3 0.4 -0.1
O 0.7612 -0.2676 -0.5776 -1.5 0.9 1.6
C -0.5161 0.1433 -0.4332 0.8 -0.2 -0.5
O -1.3553 0.1318 -1.3723 0.5 -0.2 0.5
O -0.8852 0.5597 0.6792 -0.4 0.0 -0.3
H 1.0983 -0.0999 0.3829 0.7 -0.6 -1.3
C 0.0074 -0.5414 3.8235 1.5 -1.7 -1.0
C -0.6501 -0.4388 5.1528 -0.9 0.6 -0.1
O -2.0180 0.0191 4.9759 0.2 -0.1 0.0
O 0.4169 0.7317 3.3632 -0.5 0.4 -0.3
H -0.6092 -1.1196 3.0986 -0.3 0.8 0.2
H 0.8833 -1.2181 3.8282 0.0 0.4 0.6
H -0.1762 0.3657 5.7175 0.2 -0.4 0.2
H -0.6076 -1.3974 5.6635 -0.1 0.1 0.2
H -2.6380 -0.7123 5.0750 0.1 0.0 0.1
H 1.2868 0.7183 2.9299 -0.5 -0.1 0.0
C -1.1272 4.7804 0.2731 0.2 -0.6 -1.8
C 0.1818 4.1681 0.6877 1.1 0.4 0.4
O 0.3126 4.0467 2.1147 0.0 0.0 -0.6
O -2.1509 3.7807 0.4808 0.1 0.2 0.5
H -0.9726 5.0030 -0.8040 -0.4 -0.4 0.3
H -1.3657 5.7763 0.6506 -0.1 -0.4 0.8
H 1.0340 4.7547 0.2842 -0.5 0.2 0.3
H 0.3470 3.1840 0.2180 -0.6 0.0 0.0
H 1.2665 3.9362 2.2441 -0.3 -0.2 0.3
H -2.7299 3.6318 -0.2727 0.2 0.4 -0.1
C 2.2811 -2.5411 -3.3116 -0.5 0.1 -0.2
C 1.3026 -2.0460 -4.4290 1.0 0.1 -0.6
O 0.0222 -1.7927 -3.9363 -1.0 0.4 0.9
O 2.5691 -1.5429 -2.3754 -0.9 0.3 0.6
H 3.2069 -2.8124 -3.8119 0.1 0.0 0.0
H 1.8398 -3.4330 -2.8430 0.0 0.1 -0.1
H 1.2620 -2.7900 -5.2279 -0.3 -0.2 0.3
H 1.6895 -1.1381 -4.9011 0.3 0.0 0.3
H -0.0084 -0.9376 -3.4668 0.4 -0.3 -0.4
H 1.7727 -1.3000 -1.8309 1.0 -0.5 -0.7
C 3.5803 1.6090 1.5614 2.0 -0.9 -1.1
C 3.7043 0.1592 1.9399 0.8 -0.7 -0.6
O 2.4887 -0.5846 1.5745 0.5 0.4 0.0
O 2.6892 2.3041 2.3039 -2.4 1.4 1.1
H 3.3064 1.6712 0.5038 -0.5 0.0 0.1
H 4.5774 2.0719 1.5430 0.1 -0.2 0.4
H 3.9544 -0.0266 2.9920 -0.4 0.2 0.0
H 4.5952 -0.2028 1.3958 -0.6 -0.2 0.0
H 2.7472 -1.3851 1.0997 0.1 0.0 0.2
H 2.8432 2.3278 3.2573 0.5 -0.1 -0.2
C -4.4839 -3.3665 -3.3321 -1.6 0.8 -1.1
C -3.0501 -3.0752 -3.1721 0.7 0.0 0.4
O -2.6983 -1.8693 -3.7423 1.2 0.5 0.3
O -5.3410 -2.3384 -2.8205 0.5 -0.7 -0.1
H -4.7621 -4.3743 -3.0108 0.1 0.1 0.2
H -4.6409 -3.3051 -4.4423 0.1 -0.5 0.4
H -2.4652 -3.9146 -3.6096 0.0 0.2 0.2
H -2.7120 -3.0268 -2.0935 -0.3 -0.2 -0.3
H -1.6984 -1.7979 -3.7487 -1.0 -0.3 -0.4
H -6.2283 -2.5053 -3.1824 0.3 0.1 0.3

(4)
22
Properties=species:S:1:pos:R:3:forces:R:3 method="wB97M-V/def2-TZVPD" max_force_ev_per_a=1.47 charge=-1 homo_lumo_gap_ev=6.50 e_above_lowest_kj_mol=30.39 homo_energy_ev=-2.9112
C -2.3384 -0.1688 1.4288 -0.4 -0.7 -0.2
N -1.0651 -0.7305 0.9799 -0.7 0.3 0.4
C -0.5888 -0.1732 -0.3100 1.2 -0.6 0.5
C -0.1769 1.2849 -0.2882 0.1 0.9 -0.4
S 0.9831 1.7428 -1.6534 -0.3 -0.1 0.0
C -1.5243 -0.5736 -1.4055 -1.2 0.0 -0.1
H -2.3650 0.9169 1.3529 -0.2 0.2 0.2
H -3.1642 -0.5880 0.8402 0.2 0.2 -0.2
H -2.5802 -0.5143 2.4394 0.3 0.3 0.1
H -0.3848 -0.4962 1.6903 0.3 0.1 0.0
H 0.3532 -0.7190 -0.4545 -0.1 0.1 -0.2
H -1.0523 1.9577 -0.3096 0.2 -0.2 0.0
H 0.3814 1.5192 0.6174 -0.3 -0.3 0.4
H -1.8195 -1.6163 -1.2232 0.1 0.1 -0.3
H -1.0875 -0.4517 -2.3847 0.3 0.0 -0.2
H -2.4569 0.0269 -1.4278 0.4 -0.2 0.2
H 3.2484 0.2097 -0.1203 -0.2 0.0 0.0
H 2.5762 1.4268 0.4303 0.0 -0.6 -0.1
O 2.9589 0.5730 0.7242 0.2 0.5 0.1
H -0.4835 -2.5459 1.4456 0.6 0.0 -0.2
H 0.8593 -3.2806 1.0858 -0.1 0.2 -0.2
O 0.2379 -3.1176 1.7970 -0.4 -0.3 0.3